The following is a DFT calculation (wB97M-V/def2-TZVPD) of a 11-piece molecular cluster, C59H150N12O20 overall.

The calculation puts the energy above the lowest of the compared OMol25 structures with the same formula, charge and spin at 421.0 kJ/mol. The spin multiplicity is 1. Its LUMO energy is 0.02067 Ha. As for the HOMO-LUMO gap: 8.956 eV.

Last column: Mulliken charge in e.
CARTESIAN COORDINATES (ANGSTROEM)
C 1.53 -1.80 1.31  -0.949
O 0.57 -0.77 1.34  0.491
C -0.59 -0.96 0.49  -0.092
C -1.55 0.29 0.63  0.612
C -2.29 0.24 1.96  -0.351
N -2.60 0.23 -0.37  0.755
H 1.09 -2.80 1.29  0.260
H 2.06 -1.73 2.26  0.441
H 2.26 -1.75 0.50  -0.085
H -0.21 -1.05 -0.53  0.447
H -1.09 -1.93 0.55  -0.745
H -1.03 1.24 0.54  0.464
H -1.57 0.14 2.77  -0.933
H -2.86 -0.68 2.11  -0.030
H -2.99 1.07 2.06  0.544
H -2.15 0.15 -1.27  -0.116
H -3.00 -0.69 -0.30  -0.412
C 0.29 -8.09 -0.23  -0.890
O 1.16 -7.06 -0.63  -0.145
C 2.13 -6.58 0.25  -0.740
C 2.92 -5.44 -0.52  0.002
N 3.99 -4.85 0.32  -0.332
C 4.60 -3.65 -0.20  0.472
C 5.80 -3.11 0.63  -0.218
O 6.96 -3.88 0.30  -0.399
C 8.21 -3.37 0.88  -0.725
H 0.88 -8.95 0.09  0.339
H -0.49 -8.39 -0.93  0.235
H -0.21 -7.72 0.67  0.356
H 2.87 -7.34 0.49  0.409
H 1.75 -6.19 1.20  0.334
H 2.18 -4.66 -0.70  -0.249
H 3.34 -5.88 -1.43  0.374
H 4.76 -5.50 0.47  0.329
H 3.98 -2.77 -0.42  -0.609
H 5.07 -4.02 -1.11  0.550
H 5.54 -3.15 1.69  0.295
H 6.11 -2.12 0.29  -0.119
H 9.02 -4.07 0.67  0.286
H 8.14 -3.20 1.95  0.307
H 8.44 -2.38 0.49  0.234
C -5.64 0.19 4.62  -0.722
O -4.45 -0.31 5.33  -0.422
C -3.49 0.70 5.54  0.070
C -2.17 -0.02 6.01  -0.341
N -1.19 0.75 6.80  0.831
C -1.32 0.45 8.23  -0.698
C -0.21 1.09 9.05  -0.944
O 0.87 0.24 9.20  -0.186
C 1.81 0.37 10.28  -0.900
H -5.34 0.61 3.65  0.218
H -6.15 0.92 5.24  0.356
H -6.36 -0.59 4.36  0.270
H -3.77 1.45 6.27  0.457
H -3.30 1.21 4.59  -0.165
H -1.70 -0.35 5.09  -0.652
H -2.49 -0.97 6.45  0.540
H -0.23 0.52 6.58  -0.008
H -1.25 -0.63 8.40  0.485
H -2.28 0.82 8.58  0.398
H -0.71 1.31 9.99  0.556
H -0.01 2.04 8.55  0.300
H 2.63 1.05 10.05  0.322
H 2.24 -0.61 10.51  0.263
H 1.39 0.88 11.15  0.362
C 6.20 0.14 2.98  -0.850
O 5.64 0.71 1.77  -0.174
C 4.25 0.91 1.83  -0.436
C 3.61 1.79 0.71  1.312
N 4.12 3.17 0.52  -0.052
C 3.53 4.16 1.35  -0.121
C 3.76 5.56 0.77  -0.875
O 3.54 5.57 -0.68  -0.136
C 4.14 6.67 -1.41  -0.788
H 5.71 -0.78 3.30  0.229
H 6.01 0.84 3.79  0.317
H 7.26 -0.09 2.83  0.256
H 3.95 1.46 2.72  0.249
H 3.69 -0.01 1.95  0.156
H 2.52 1.72 0.82  -0.397
H 3.91 1.29 -0.21  -0.898
H 4.19 3.38 -0.46  0.355
H 3.99 3.99 2.33  0.252
H 2.45 4.03 1.29  -0.007
H 4.78 5.84 1.01  0.436
H 3.14 6.35 1.20  0.423
H 3.91 7.63 -0.95  0.351
H 3.89 6.71 -2.47  0.173
H 5.21 6.58 -1.59  0.297
C 10.17 2.88 -0.18  -0.801
O 9.34 2.02 -0.98  -0.293
C 8.52 2.86 -1.81  -0.756
C 7.39 2.08 -2.61  -0.765
N 6.38 1.65 -1.62  0.136
C 5.88 0.26 -1.78  0.061
C 4.72 0.10 -2.73  -0.429
O 4.25 -1.26 -2.52  -0.311
C 2.86 -1.51 -2.87  -0.838
H 10.61 2.48 0.73  0.274
H 9.74 3.81 0.21  0.305
H 10.94 3.15 -0.90  0.343
H 9.12 3.28 -2.62  0.468
H 8.04 3.64 -1.22  0.398
H 8.01 1.39 -3.18  0.339
H 6.93 2.83 -3.25  0.344
H 6.59 1.68 -0.64  0.170
H 5.57 -0.08 -0.79  -0.902
H 6.69 -0.40 -2.06  0.632
H 4.97 0.01 -3.79  0.452
H 3.95 0.84 -2.50  0.166
H 2.07 -0.88 -2.45  0.123
H 2.60 -2.56 -2.79  0.231
H 2.84 -1.26 -3.94  0.636
C -0.90 -4.10 -1.38  1.253
O -0.87 -4.03 -2.80  0.131
C -0.92 -5.29 -3.47  -0.600
C -0.59 -5.00 -5.03  -0.850
N -1.71 -4.37 -5.57  -0.267
C -1.35 -3.52 -6.71  -0.524
C -2.52 -2.59 -7.12  -0.801
O -3.09 -1.92 -6.01  0.141
C -4.21 -1.13 -6.29  -0.912
H -1.30 -5.03 -0.98  0.548
H -1.55 -3.29 -1.06  -1.107
H 0.04 -3.79 -0.93  -0.734
H -1.82 -5.89 -3.32  0.406
H -0.06 -5.92 -3.23  0.275
H -0.42 -5.97 -5.49  0.491
H 0.37 -4.49 -5.14  0.364
H -1.91 -3.69 -4.85  -0.031
H -1.07 -4.17 -7.54  0.533
H -0.50 -2.85 -6.56  0.251
H -3.30 -3.30 -7.39  0.352
H -2.27 -1.97 -7.98  0.431
H -3.90 -0.35 -6.98  0.392
H -4.79 -0.80 -5.43  0.095
H -4.84 -1.75 -6.93  0.324
C -4.35 1.40 -3.44  -0.259
O -5.42 1.54 -4.42  -0.199
C -6.52 2.41 -4.20  -0.331
C -7.23 2.68 -5.55  -1.056
N -8.08 1.78 -6.32  -0.445
C -7.28 0.58 -6.59  -0.403
C -7.98 -0.28 -7.55  -0.593
O -7.14 -1.41 -7.52  -0.166
C -7.64 -2.52 -8.28  -0.864
H -3.75 2.25 -3.12  0.435
H -3.69 0.70 -3.97  -0.078
H -4.62 0.87 -2.53  -0.062
H -6.14 3.35 -3.81  0.397
H -7.22 1.97 -3.49  0.297
H -6.43 3.07 -6.19  0.343
H -7.90 3.51 -5.31  0.470
H -8.66 1.35 -5.61  0.333
H -7.27 0.05 -5.64  0.308
H -6.28 0.80 -6.94  0.232
H -8.00 0.15 -8.55  0.336
H -8.99 -0.58 -7.28  0.312
H -7.88 -2.35 -9.33  0.331
H -8.47 -2.94 -7.73  0.312
H -6.79 -3.20 -8.37  0.235
C -0.05 -2.48 5.45  -0.673
O -1.34 -2.92 5.04  -0.480
C -1.62 -3.02 3.67  0.597
C -2.97 -3.50 3.30  -1.181
N -2.95 -3.78 1.84  -0.112
C -4.32 -4.00 1.41  -0.679
C -4.53 -3.90 -0.13  -0.720
O -4.12 -2.52 -0.47  -0.226
C -4.46 -2.12 -1.80  -0.283
H 0.72 -3.24 5.34  0.482
H 0.08 -2.29 6.52  0.165
H 0.35 -1.64 4.89  0.139
H -0.92 -3.78 3.32  0.363
H -1.44 -2.02 3.26  -0.211
H -3.71 -2.79 3.67  0.209
H -3.20 -4.42 3.85  0.596
H -2.70 -2.97 1.29  -0.115
H -4.97 -3.25 1.85  0.324
H -4.73 -4.92 1.83  0.488
H -5.54 -4.17 -0.44  0.486
H -3.95 -4.53 -0.80  0.197
H -4.03 -2.75 -2.58  0.310
H -4.06 -1.11 -1.91  -0.529
H -5.54 -2.06 -1.92  0.453
C 1.48 7.26 -4.30  -0.830
O 0.76 6.11 -3.97  -0.349
C 1.35 5.33 -2.94  -0.605
C 0.53 4.00 -3.08  -0.564
N 1.10 3.09 -2.18  0.151
C 0.21 1.90 -1.87  1.820
C -0.13 0.96 -3.05  -1.607
O -0.86 -0.27 -2.66  1.090
C -1.06 -1.14 -3.77  -1.131
H 0.90 7.76 -5.08  0.290
H 2.46 7.06 -4.73  0.330
H 1.62 8.00 -3.52  0.305
H 1.33 5.94 -2.04  0.467
H 2.39 5.03 -3.12  0.345
H 0.58 3.53 -4.06  0.379
H -0.52 4.20 -2.89  0.187
H 1.21 3.67 -1.36  0.080
H -0.65 2.32 -1.37  -1.182
H 0.63 1.28 -1.07  -0.802
H 0.81 0.72 -3.54  0.565
H -0.83 1.47 -3.72  0.759
H -0.19 -1.75 -4.00  0.241
H -1.48 -0.69 -4.67  0.591
H -1.77 -1.91 -3.46  -0.601
C -3.44 5.04 3.88  -0.460
O -2.53 5.44 4.88  -0.456
C -1.83 4.34 5.46  -0.904
C -0.98 3.48 4.51  0.237
N 0.22 2.91 5.16  -0.554
C 0.98 2.07 4.21  0.894
C 2.05 1.26 4.89  -1.257
O 1.49 0.36 5.89  -0.025
C 2.47 -0.24 6.78  -1.118
H -4.19 4.32 4.21  0.256
H -2.88 4.48 3.14  0.127
H -3.89 5.93 3.46  0.273
H -2.54 3.71 6.00  0.320
H -1.17 4.59 6.29  0.436
H -0.58 4.13 3.73  0.698
H -1.66 2.75 4.07  -0.411
H -0.19 2.23 5.79  0.353
H 1.38 2.77 3.48  0.440
H 0.35 1.35 3.68  -0.808
H 2.81 1.85 5.41  0.472
H 2.49 0.55 4.19  0.285
H 2.04 -0.99 7.44  0.255
H 2.90 0.57 7.37  0.330
H 3.23 -0.77 6.19  0.374
N -2.78 3.11 -0.26  0.531
C -3.85 3.73 -0.01  0.539
N -4.85 2.89 -0.02  -0.180
O -3.92 4.91 0.20  -0.757
H -1.94 3.63 -0.47  -0.144
H -2.84 2.12 -0.44  -0.407
H -5.79 3.28 0.04  0.282
H -4.61 2.01 -0.44  -0.036